The following is a quantum chemistry calculation of an isolated ion of composition C7H5N3O4 and charge -2 at a distorted geometry, from OMol25.

```
19
Properties=species:S:1:pos:R:3:forces:R:3:mulliken_charge:R:1
C -1.25419 -1.37395 -1.20350 -0.1 -0.7 -0.8 0.618
C -2.28108 -0.34003 0.52677 -1.0 -0.4 0.7 0.591
C 1.80185 -1.26613 0.94091 -0.5 0.8 0.2 0.435
C -0.73822 1.77157 0.32250 0.3 -0.2 -0.3 0.285
C 0.73301 0.56214 -1.37553 -0.1 -0.1 0.0 -2.050
C 0.85423 0.00335 1.09651 0.4 -0.5 0.0 -1.130
C -0.04397 0.41628 -0.07497 0.6 0.9 0.3 1.677
N -1.40787 -2.10558 -2.08151 0.0 -0.2 -0.3 -0.734
N -3.25941 -0.70357 1.03770 -0.2 -0.2 0.0 -0.846
N -1.16374 -0.51208 -0.22356 0.4 0.4 0.3 -0.010
O 2.53083 -1.45579 1.92898 0.4 0.0 0.6 -0.776
O -0.09692 2.81769 0.22119 0.4 0.3 0.0 -0.764
O 1.74478 -1.92673 -0.10428 -0.2 -0.4 -0.7 -0.675
O -1.91925 1.62933 0.72201 -0.2 0.1 0.1 -0.600
H 1.31841 -0.33873 -1.55070 0.0 0.0 0.0 0.410
H 1.39239 1.42347 -1.27900 -0.1 0.0 0.1 0.378
H 0.05404 0.73026 -2.21493 0.0 0.1 0.0 0.511
H 0.22697 -0.18042 1.97729 0.1 0.1 -0.1 0.330
H 1.50813 0.84892 1.33415 -0.1 -0.1 0.0 0.347
```
Positions in Å, forces in eV/Å.

The multiplicity is 1. The calculation puts the HOMO-LUMO gap at 0.2916 hartree. The relative energy (zero: lowest compared OMol25 entry of this formula, charge and spin) is 0.00 kcal per mole. The total energy is -735.009786 Eh. The value obtained for the LUMO energy is 6.312 eV. The charge is -2.

The following is a quantum chemistry calculation of a 2-piece molecular cluster, C7H5NO2S overall at a distorted geometry, from OMol25.

```
16
Properties=species:S:1:pos:R:3:forces:R:3:lowdin_spin:R:1
C 1.67973 3.18895 -1.64363 -0.5 0.9 -0.5 0.188
C 0.69841 0.15753 -1.71289 -0.9 1.2 -0.6 0.066
C 0.06038 -0.95989 -1.21723 -0.1 -0.9 -0.9 0.320
C 0.54656 1.37117 -1.06547 1.5 -1.5 -0.5 0.850
C -1.25082 -1.61534 0.89363 0.1 -0.2 -0.1 0.031
C -0.83536 -0.74916 2.08092 -0.2 0.2 0.4 0.016
C 0.25293 -0.20879 1.14978 0.4 1.0 -0.9 0.065
N -0.26899 -1.03984 0.09691 0.0 -0.1 0.5 0.072
O 1.06158 4.09915 -1.95398 0.5 -1.0 0.4 0.111
O -2.04156 -2.47982 0.67477 -0.3 -0.1 -0.1 0.045
S 0.15153 1.55971 0.53000 -0.9 0.8 2.4 0.203
H 1.05822 0.15190 -2.72915 0.0 -0.1 -0.2 0.003
H -0.30772 -1.75833 -1.84535 0.4 -0.2 0.0 0.019
H -1.59100 -0.01869 2.36359 -0.1 0.0 0.0 0.004
H -0.50566 -1.28921 2.96578 0.1 0.0 0.0 0.004
H 1.29176 -0.40935 1.41231 -0.1 -0.1 0.0 0.002
```
Positions in Å, forces in eV/Å.

The multiplicity is 3. The calculation puts the HOMO-LUMO gap (spin up / spin down) at 0.2736 / 0.2734 hartree. The relative energy (zero: lowest compared OMol25 entry of this formula, charge and spin) is 0.00 kcal per mole. The total energy is -873.000424 Eh. The value obtained for the LUMO energy (spin up / spin down) is 0.686 / -1.744 eV. As for the expectation value of S²: 2.047.

The following is a quantum chemistry calculation of one molecule with the formula C7H6Br2O at a distorted geometry, from OMol25.

```
16
Properties=species:S:1:pos:R:3:forces:R:3:mulliken_charge:R:1
C -0.64334 -0.38377 -0.00152 0.1 -1.0 0.9 1.208
C 0.52118 -1.06699 0.03752 0.0 1.2 -1.0 -0.455
C -0.41192 1.04986 -0.04291 1.2 -0.3 0.4 0.392
C 1.58749 -0.08068 -0.07873 3.5 -1.0 1.0 0.759
C -1.25517 2.09891 0.04894 3.9 0.4 -0.4 -1.137
C 3.00178 -0.32314 0.02502 -6.1 4.0 -0.3 -0.679
C -1.97340 -0.95168 0.04375 -0.8 -3.0 5.1 -1.478
O 0.99444 1.14225 -0.08737 0.2 1.1 0.0 -0.383
Br 0.84402 -2.89442 -0.07999 -0.2 0.0 0.2 -0.161
Br 4.12961 1.14347 0.02322 0.5 0.2 0.0 -0.139
H -0.78040 3.13527 0.04069 -1.2 -1.5 0.1 0.261
H -2.25904 1.84376 0.08481 -1.8 0.2 0.1 0.342
H 3.34678 -1.23565 -0.22327 1.3 -2.9 -0.3 0.427
H -2.40653 -0.77510 -0.82063 -2.6 1.1 -4.2 0.451
H -2.68159 -0.59712 0.90384 1.5 -0.2 -1.5 0.283
H -2.01394 -2.10496 0.12664 0.5 1.8 0.0 0.308
```
Positions in Å, forces in eV/Å.

The multiplicity is 1. The calculation puts the HOMO-LUMO gap (spin up / spin down) at 0.2767 / 0.2767 hartree. The relative energy (zero: lowest compared OMol25 entry of this formula, charge and spin) is 23.65 kcal per mole. The total energy is -5493.514751 Eh. The value obtained for the LUMO energy (spin up / spin down) is -0.379 / -0.379 eV.